A molecular structure, C36H46CaN14S2, computed with the ωB97M-V functional and the def2-TZVPD basis.

HOMO-LUMO gap in eV: 7.98
Molecular weight in g/mol: 779.1

ORCA input file:
```
! wB97M-V def2-TZVPD RIJCOSX def2/J DEFGRID3
* xyz 2 1
Ca -0.887 0.566 0.501
N -2.768 2.176 -0.493
C -2.272 3.429 0.107
C -0.920 3.753 -0.505
N 0.067 2.677 -0.269
C 0.769 2.311 -1.518
C -0.058 1.400 -2.418
N -0.274 0.087 -1.759
C 1.002 3.069 0.811
C 1.773 1.895 1.396
N 0.866 0.899 2.014
H -2.925 2.334 -1.486
H -3.685 1.956 -0.115
H -2.186 3.283 1.191
H -2.952 4.274 -0.040
H -0.544 4.706 -0.124
H -1.050 3.882 -1.582
H 1.678 1.768 -1.259
H 1.063 3.211 -2.071
H 0.469 1.278 -3.369
H -1.029 1.845 -2.640
H 0.641 -0.371 -1.729
H -0.853 -0.502 -2.355
H 0.402 3.519 1.608
H 1.699 3.841 0.461
H 2.498 2.284 2.118
H 2.335 1.373 0.619
H 0.605 1.209 2.948
H 1.419 0.041 2.193
C 4.795 -0.542 1.532
C 3.830 -1.648 1.791
N 2.644 -1.486 2.312
C 2.048 -2.703 2.560
C 2.777 -3.786 2.175
S 4.268 -3.281 1.520
C 0.790 -2.796 3.313
C 0.590 -3.735 4.277
S -0.959 -3.551 4.958
C -1.253 -2.231 3.909
N -0.270 -1.941 3.099
C -2.543 -1.486 3.990
H 4.257 0.369 1.289
H 5.467 -0.784 0.710
H 5.402 -0.365 2.421
H 2.511 -4.825 2.249
H 1.289 -4.464 4.641
H -2.937 -1.504 5.006
H -3.297 -1.922 3.333
H -2.394 -0.446 3.703
C -4.407 -2.390 0.452
C -3.127 -1.867 0.519
N -2.874 -0.646 0.999
C -3.901 0.070 1.465
C -5.226 -0.346 1.430
C -5.464 -1.611 0.888
C -6.377 0.472 1.856
C -6.584 1.268 2.910
C -5.748 1.604 4.079
C -6.389 1.920 5.273
C -5.594 2.218 6.366
N -4.266 2.221 6.295
C -3.755 1.925 5.114
N -4.412 1.618 4.000
H -4.568 -3.382 0.056
H -2.274 -2.445 0.180
H -3.673 1.024 1.919
H -6.477 -1.985 0.822
H -7.237 0.343 1.206
H -7.583 1.683 2.978
H -7.466 1.928 5.347
H -6.031 2.464 7.325
H -2.671 1.936 5.046
C 4.452 0.998 -2.121
C 3.778 -0.322 -1.975
N 2.781 -0.581 -1.153
C 2.529 -1.932 -1.283
C 3.368 -2.477 -2.200
N 4.165 -1.444 -2.633
C 5.135 -1.559 -3.710
N 4.484 -1.930 -4.930
N 4.777 -3.128 -5.504
N 4.109 -3.269 -6.572
C 3.328 -2.146 -6.751
C 2.424 -1.829 -7.769
C 1.781 -0.618 -7.677
C 2.024 0.261 -6.600
C 2.909 -0.041 -5.589
C 3.565 -1.271 -5.694
H 3.936 1.726 -1.500
H 4.453 1.363 -3.149
H 5.489 0.954 -1.787
H 1.789 -2.437 -0.683
H 3.477 -3.474 -2.584
H 5.850 -2.352 -3.489
H 5.666 -0.610 -3.805
H 2.252 -2.511 -8.588
H 1.083 -0.323 -8.447
H 1.507 1.211 -6.582
H 3.095 0.650 -4.779
*
```

A molecular structure, C36H46F7N3O3S2 in a non-equilibrium geometry, computed with the ωB97M-V functional and the def2-TZVPD basis.

HOMO-LUMO gap in eV: 8.00
Molecular weight in g/mol: 765.9

ORCA input file:
```
! wB97M-V def2-TZVPD RIJCOSX def2/J DEFGRID3
* xyz 0 1
C 3.430 0.389 3.563
C 2.055 0.528 2.893
C 1.202 -0.772 2.971
C 0.508 -1.126 1.682
C 1.039 -1.619 0.513
S 2.769 -2.020 0.417
O 3.401 -2.081 1.701
O 2.906 -3.218 -0.360
C 3.586 -0.689 -0.621
F 3.577 -1.120 -1.886
F 2.856 0.432 -0.573
C 5.061 -0.372 -0.275
F 5.221 -0.068 1.012
F 5.378 0.722 -0.991
C 6.090 -1.473 -0.649
F 7.272 -1.069 -0.157
F 6.221 -1.597 -1.957
F 5.789 -2.629 -0.089
C 0.212 -1.846 -0.666
C 0.711 -2.370 -1.968
C 0.868 -3.724 -2.212
C 1.318 -4.106 -3.458
N 1.618 -3.292 -4.467
C 1.432 -1.991 -4.236
C 0.990 -1.525 -3.016
C -1.118 -1.600 -0.624
C -1.737 -1.131 0.560
N -3.021 -0.887 0.748
S -3.143 -0.415 2.299
N -1.622 -0.481 2.733
C -0.903 -0.907 1.682
O 1.410 1.612 3.518
C 0.563 2.302 2.620
C 1.313 2.990 1.509
C 0.884 2.795 0.207
C 1.542 3.367 -0.872
C 2.666 4.138 -0.629
C 3.089 4.347 0.670
C 2.430 3.779 1.740
H 4.160 0.947 2.988
H 3.725 -0.639 3.713
H 3.386 0.874 4.537
H 2.238 0.712 1.831
H 1.775 -1.588 3.388
H 0.411 -0.574 3.689
H 0.643 -4.454 -1.454
H 1.459 -5.166 -3.634
H 1.663 -1.312 -5.043
H 0.870 -0.457 -2.876
H -1.733 -1.780 -1.493
H 0.049 3.061 3.209
H -0.223 1.669 2.202
H 0.016 2.172 0.025
H 1.156 3.192 -1.864
H 3.193 4.560 -1.472
H 3.972 4.954 0.806
H 2.782 3.938 2.748
C -4.132 4.318 7.162
C -3.233 3.231 7.744
C -1.777 3.343 7.297
C -1.551 3.195 5.791
C -2.060 1.886 5.191
C -1.380 0.638 5.738
H -4.176 4.266 6.073
H -5.152 4.214 7.535
H -3.773 5.310 7.442
H -3.634 2.246 7.487
H -3.265 3.296 8.834
H -1.185 2.593 7.828
H -1.383 4.314 7.612
H -0.478 3.285 5.595
H -2.023 4.032 5.267
H -1.899 1.913 4.110
H -3.142 1.810 5.340
H -0.305 0.675 5.552
H -1.779 -0.248 5.250
H -1.531 0.515 6.813
C -1.896 -2.557 -5.032
C -3.204 -2.925 -5.726
C -2.999 -3.584 -7.089
C -2.296 -2.709 -8.128
C -2.985 -1.377 -8.422
C -4.386 -1.534 -9.006
H -1.325 -1.827 -5.608
H -2.093 -2.119 -4.051
H -1.270 -3.439 -4.887
H -3.831 -2.035 -5.825
H -3.758 -3.618 -5.088
H -3.970 -3.903 -7.477
H -2.414 -4.500 -6.956
H -2.212 -3.278 -9.060
H -1.269 -2.513 -7.806
H -2.369 -0.821 -9.133
H -3.031 -0.767 -7.516
H -4.357 -2.106 -9.936
H -4.822 -0.558 -9.227
H -5.057 -2.043 -8.313
*
```